ORCA calculation (the ωB97M-V functional and the def2-TZVPD basis) on one molecule with the formula C2H5FN2 in a non-equilibrium geometry.

Properties
E_LUMO, eV: 0.69
HOMO energy, Eh: -0.365
E, Eh: -288.45845
SMILES: N/N=C\CF
2S+1: 1

Cartesian coordinates (Å):
C (0.777, -0.544, 0.484)
C (-0.579, -0.084, 0.735)
H (0.619, 0.564, -2.237)
H (-0.625, 0.212, -1.130)
H (1.386, -0.640, 1.578)
H (-0.942, -0.307, 1.831)
H (-0.608, 0.939, 0.723)
N (0.281, 0.701, -1.341)
N (1.257, -0.008, -0.586)
F (-1.566, -0.833, -0.057)

Atomic partial charges in e from the natural (NBO) method, atoms 1 to 8: -0.0563, -0.0630, 0.3709, 0.3692, 0.2111, 0.1834, 0.1991, -0.6400